ORCA calculation (wB97M-V/def2-TZVPD) on a 2-piece molecular cluster, C4H12NPS2 overall in a non-equilibrium geometry.

- Net charge: 0
- Frontier orbital gap (alpha / beta): 6.845 / 7.914 eV
- Highest occupied orbital energy (alpha / beta): -8.5 / -7.9 eV
- Lowest unoccupied orbital energy (alpha / beta): -0.0606 / 0.0022 hartree

Each line ends with the Löwdin charge.
Element x y z (Å)
C1 -1.619 -0.666 -1.785  -0.116
C2 -1.089 -2.240 0.027  -0.171
C3 -0.861 1.938 2.677  0.037
C4 2.927 1.296 -0.840  -0.525
N1 -0.757 -0.994 -0.667  -0.538
P1 0.223 0.071 0.215  0.287
S1 1.423 -1.065 1.304  0.170
S2 1.297 0.952 -1.543  0.493
H1 -1.274 0.293 -2.189  0.057
H2 -1.358 -1.418 -2.435  0.064
H3 -2.620 -0.654 -1.466  0.075
H4 -0.102 -2.527 0.387  -0.028
H5 -1.790 -2.128 0.915  0.103
H6 -1.637 -2.817 -0.713  0.080
H7 -0.281 1.131 3.309  0.035
H8 -0.402 2.827 2.330  -0.039
H9 -1.893 1.954 2.619  -0.058
H10 2.944 1.811 0.066  -0.009
H11 3.406 1.910 -1.658  0.041
H12 3.464 0.324 -0.554  0.041

---

ORCA calculation (wB97M-V/def2-TZVPD) on one molecule with the formula C3H8O4 in a non-equilibrium geometry.

- SMILES: C[C@H](O)OC(O)O
- Net charge: 0
- Frontier orbital gap: 10.577 eV
- Highest occupied orbital energy: -10.0 eV
- Lowest unoccupied orbital energy: 0.0214 hartree

Each line ends with the Löwdin charge.
Element x y z (Å)
C1 1.857 -0.814 -0.507  -0.040
C2 0.374 -0.668 -0.711  -0.549
O1 0.232 -0.563 -2.122  -0.029
O2 0.148 0.408 0.153  -0.098
C3 -1.373 0.846 0.759  -0.424
O3 -1.424 2.149 0.870  0.097
O4 -1.528 0.049 1.833  0.092
H1 2.106 -1.576 -1.228  0.082
H2 2.171 0.226 -0.653  0.091
H3 1.989 -0.960 0.621  0.111
H4 -0.040 -1.605 -0.374  0.140
H5 -0.702 -0.401 -2.450  0.123
H6 -2.148 0.575 -0.059  0.186
H7 -0.931 2.497 1.645  0.146
H8 -0.731 -0.165 2.224  0.073

---

ORCA calculation (wB97M-V/def2-TZVPD) on an isolated ion of composition C4H10N2 and charge +1 in a non-equilibrium geometry.

- Spin multiplicity: 2
- Net charge: +1
- Frontier orbital gap (alpha / beta): 11.697 / 7.589 eV
- ⟨S²⟩: 0.76
- Highest occupied orbital energy (alpha / beta): -15.6 / -15.6 eV
- Lowest unoccupied orbital energy (alpha / beta): -0.1434 / -0.2944 hartree

Each line ends with the Löwdin charge.
Element x y z (Å)
C1 -2.278 -0.171 0.238  -0.074
C2 -0.882 0.000 -0.342  -0.192
C3 0.051 0.682 0.743  -0.200
N1 2.110 -0.909 -0.474  0.244
C4 2.188 0.384 -0.350  -0.132
N2 1.245 1.180 0.157  0.183
H1 -2.585 -1.198 0.374  0.082
H2 -2.383 0.365 1.179  0.081
H3 -3.018 0.288 -0.421  0.090
H4 -0.399 -0.913 -0.690  0.090
H5 -0.872 0.699 -1.182  0.121
H6 0.164 0.042 1.618  0.136
H7 -0.509 1.555 1.071  0.129
H8 2.685 -1.415 -1.141  0.161
H9 1.425 -1.432 0.032  0.125
H10 3.057 0.841 -0.810  0.156

---

| no. | E_tot (eV) |
| --- | --- |
| 1 | -36788.8136 |
| 2 | -11428.7280 |
| 3 | -7281.3408 |